1.
Formula: C22H28N4O5S
Source: OMol25
Level of theory: ωB97M-V/def2-TZVPD

E_tot = -50303.169 eV
multiplicity = 1
molecular weight = 460.6 g/mol
total charge = 0
HOMO-LUMO gap = 8.582 eV
SMILES = CCOc1ccc(N(CC(=O)NC[C@H]2CCCO2)C(=O)CCC(=O)Nc2nccs2)cc1
maximum force = 1.081 eV/Å
HOMO level = -8.22 eV
energy relative to the best compared isomer or geometry (same formula, charge and spin) = 0.7670 eV

The geometry in XYZ format:
```
60
Properties=species:S:1:pos:R:3:forces:R:3
S 2.337034 1.465258 -1.343590 -0.18 -0.58 -0.22
O -2.123005 -0.375700 -2.033073 -0.34 -0.03 -0.17
O -2.762117 0.787212 2.603989 0.10 0.16 0.35
O 3.624479 -1.660033 1.565751 0.01 -0.20 -0.04
O -3.687917 -2.728467 -0.420331 -0.19 -0.03 -0.10
O -1.229191 2.295600 -0.446480 0.12 -0.21 -0.07
N 0.018166 0.203491 -1.858816 -0.57 0.54 -0.14
N -1.848863 -1.964752 0.608850 -0.19 0.25 0.42
N 2.056494 -1.010560 -1.991007 -0.68 -0.40 -0.29
N -3.334164 0.542586 0.432759 -0.14 0.12 -0.36
C -2.676575 -1.427711 1.678423 -0.26 -0.05 0.31
C 0.356987 -3.000719 0.815449 -0.04 0.17 0.12
C -1.369515 4.613700 -0.617366 0.10 -0.21 0.06
C -0.967386 -0.743737 -2.010444 0.53 -0.09 -0.16
C -0.551815 -2.182982 -2.119566 -0.18 -0.26 0.27
C -2.906410 0.084427 1.621506 -0.10 -0.49 -0.05
C 1.366257 0.052842 -1.773331 0.91 0.57 0.13
C 3.738741 0.464432 -1.482391 -0.08 -0.01 -0.03
C 3.384323 -0.796609 -1.824563 0.49 0.55 0.23
C -1.666671 -3.101308 -1.609972 -0.13 0.16 -0.20
C -0.453742 -1.866917 0.818013 0.48 -0.04 0.07
C 2.285866 -1.653763 1.342303 -0.26 -0.06 -0.04
C 4.261874 -0.456922 1.948807 0.24 0.30 0.11
C 0.116793 -0.637115 1.118157 -0.15 -0.30 -0.03
C 5.741381 -0.756800 2.128236 -0.46 -0.03 -0.07
C -0.754766 3.467964 0.185792 0.13 0.45 0.14
C 1.708555 -2.892832 1.056073 0.19 0.13 0.02
C -2.746606 4.048833 -0.987258 0.08 -0.16 0.00
C -2.479405 -2.585757 -0.428027 -0.06 -0.38 -0.35
C -2.581305 2.521729 -0.836355 -0.71 -0.09 -0.12
C 1.470360 -0.527984 1.385210 0.37 -0.01 0.18
C -3.557375 1.947513 0.203392 0.36 0.12 -0.10
H 6.159508 -1.126490 1.195877 0.09 -0.02 -0.09
H 0.385902 -2.334116 -1.588915 -0.18 0.00 -0.23
H 4.057297 -1.620775 -1.971083 0.22 -0.09 -0.01
H -1.251686 -4.078023 -1.357111 0.01 -0.01 -0.03
H -3.421488 2.443852 1.168491 -0.11 0.04 -0.14
H 4.123366 0.307800 1.172289 -0.07 -0.10 0.12
H -0.077927 -3.971021 0.632613 -0.06 -0.11 -0.02
H -4.580961 2.109652 -0.149478 0.05 0.11 0.05
H 5.875671 -1.516895 2.892625 0.06 -0.06 0.08
H 6.268590 0.145339 2.424948 0.08 0.09 0.03
H -2.408679 -3.255111 -2.396132 0.04 -0.03 0.19
H 1.873030 0.443513 1.624371 0.07 0.06 0.02
H -3.653654 -1.917541 1.606135 0.17 0.09 0.08
H 4.716221 0.869602 -1.319690 0.24 0.04 0.03
H -3.510420 4.409202 -0.298939 -0.07 0.03 0.00
H -2.721774 1.981847 -1.778264 0.04 0.12 0.13
H -2.220346 -1.661772 2.643510 -0.05 0.11 -0.14
H -3.357456 -0.067179 -0.373629 0.04 -0.11 0.15
H -1.087462 3.495204 1.231345 0.05 -0.03 -0.04
H -1.431349 5.534115 -0.042874 0.03 0.08 0.00
H 2.344770 -3.763291 1.045353 0.08 -0.12 0.00
H 0.335502 3.441663 0.154654 -0.05 0.03 0.08
H -3.039531 4.321327 -1.998659 -0.06 0.03 0.01
H -0.775969 4.795453 -1.513829 0.02 0.03 0.02
H -0.358896 -2.399111 -3.173577 0.08 0.04 0.01
H -0.347182 1.123669 -1.592823 -0.04 -0.21 -0.01
H 3.829916 -0.086067 2.888519 -0.02 -0.02 -0.12
H -0.495477 0.250239 1.144135 -0.06 0.13 -0.03
```
Forces are in eV/Å.

Quick look at the Mulliken charges, all values in e: atom 1 (S): -0.17, atom 2 (O): -0.68, atom 3 (O): -0.71, atom 4 (O): -0.38, atom 5 (O): -0.67, atom 6 (O): -0.29, atom 7 (N): 0.16, atom 8 (N): 0.55, atom 9 (N): -0.25, atom 10 (N): 0.06, atom 11 (C): -0.90, atom 12 (C): -0.58, atom 13 (C): -0.64, atom 14 (C): 0.30, atom 15 (C): -0.29, atom 16 (C): 0.45, atom 17 (C): 0.48, atom 18 (C): -0.21, atom 19 (C): -0.86, atom 20 (C): -1.32, atom 21 (C): -1.00, atom 22 (C): 0.15, atom 23 (C): 0.04, atom 24 (C): 0.19, atom 25 (C): -1.54, atom 26 (C): -0.56, atom 27 (C): -0.41, atom 28 (C): -0.88, atom 29 (C): 0.88, atom 30 (C): 0.41, atom 31 (C): -0.26, atom 32 (C): -1.48, atom 33 (H): 0.33, atom 34 (H): 0.26, atom 35 (H): 0.45, atom 36 (H): 0.39, atom 37 (H): 0.57, atom 38 (H): 0.11, atom 39 (H): 0.51, atom 40 (H): 0.30, atom 41 (H): 0.35, atom 42 (H): 0.42, atom 43 (H): 0.41, atom 44 (H): 0.60, atom 45 (H): 0.55, atom 46 (H): 0.53, atom 47 (H): 0.36, atom 48 (H): 0.52, atom 49 (H): 0.31, atom 50 (H): 0.25, atom 51 (H): 0.25, atom 52 (H): 0.42, atom 53 (H): 0.46, atom 54 (H): 0.37, atom 55 (H): 0.32, atom 56 (H): 0.24, atom 57 (H): 0.63, atom 58 (H): 0.02, atom 59 (H): 0.33, atom 60 (H): 0.13

2.
Formula: C22H28N4OS
Source: OMol25
Level of theory: ωB97M-V/def2-TZVPD

E_tot = -42110.947 eV
multiplicity = 1
molecular weight = 396.6 g/mol
total charge = 0
HOMO-LUMO gap = 8.186 eV
SMILES = OCC[C@H]1CN(Cc2cccn2-c2nccs2)CCN1CCc1ccccc1
maximum force = 1.615 eV/Å
HOMO level = -7.67 eV
energy relative to the best compared isomer or geometry (same formula, charge and spin) = 1.9788 eV

The geometry in XYZ format:
```
56
Properties=species:S:1:pos:R:3:forces:R:3
S -1.900980 -0.834642 -3.565533 -0.22 0.38 0.59
O 1.631077 1.066687 5.821488 0.51 -0.06 0.16
N -2.654295 0.699424 -1.643595 -0.07 -0.36 0.82
N -0.891607 0.731706 1.517870 -0.04 -0.01 0.10
N -1.937548 -1.436123 -0.916483 0.14 -0.59 0.64
N 1.797060 1.659269 1.834413 -0.01 -0.12 -0.18
C -2.451149 0.756697 -3.925604 0.01 -0.09 0.10
C 0.028566 -0.005323 2.359821 0.22 0.13 0.06
C -1.667704 -2.750667 -1.223262 0.08 -0.40 -0.11
C 0.473321 1.968334 3.862863 0.13 -0.47 0.33
C -1.904492 -1.289447 0.461276 0.01 0.04 0.45
C -2.108759 0.003208 1.189445 -0.08 0.29 0.10
C -0.187499 1.251686 0.362345 0.18 0.36 -0.12
C 2.534869 0.523759 -2.890694 0.01 0.07 -0.11
C 0.376129 1.417844 5.285022 -0.42 0.35 -0.27
C 3.242666 -0.190963 0.766401 0.04 0.33 0.16
C 1.679704 -0.513464 -3.221416 -0.02 -0.01 -0.08
C 3.043378 0.624563 -1.608707 0.00 -0.02 0.10
C 2.688481 -0.292080 -0.624652 -0.01 -0.15 -0.05
C 1.339856 -1.447966 -2.259585 -0.01 -0.05 -0.05
C -1.599415 -2.511675 0.992239 -0.12 0.17 -0.10
C 0.906651 2.212548 0.840431 -0.22 0.00 -0.13
C -2.196561 -0.484337 -1.858788 -0.07 0.45 -1.55
C -2.798903 1.405622 -2.788646 0.10 0.01 -0.76
C 1.831167 -1.331255 -0.971276 0.11 -0.06 -0.02
C 1.106008 0.951981 2.893108 -0.11 0.12 0.26
C -1.453728 -3.435906 -0.070166 0.04 0.02 -0.17
C 3.098123 1.195577 1.441759 0.14 -0.27 0.01
H -2.484781 1.102849 -4.937711 -0.04 0.13 -0.22
H -1.502647 -2.733123 2.036969 -0.01 0.05 0.23
H 1.095409 2.866864 3.870166 -0.01 0.06 0.00
H 2.782608 -0.949223 1.402674 0.05 -0.05 0.01
H 3.709305 1.168976 2.351928 0.08 0.03 -0.10
H 1.848724 0.372266 3.451486 -0.04 0.03 -0.07
H -1.676494 -3.089092 -2.240762 -0.02 -0.07 -0.14
H 4.315510 -0.404886 0.724397 0.01 -0.07 0.08
H 0.255100 0.445286 -0.245038 -0.10 0.10 0.02
H -1.224023 -4.478994 0.019388 0.02 -0.20 -0.07
H 3.730686 1.424642 -1.373349 0.05 0.10 0.03
H 0.411045 3.082621 1.288612 -0.07 0.04 -0.14
H -0.526706 -0.426647 3.200255 -0.03 -0.09 0.04
H -2.613958 -0.214632 2.135856 -0.01 -0.05 -0.11
H 3.525632 1.957834 0.785221 0.09 -0.01 0.05
H 1.548047 -2.065245 -0.228437 -0.04 -0.04 0.10
H -0.212583 0.498396 5.305175 -0.06 0.05 0.02
H 2.214072 1.831294 5.750955 -0.04 -0.06 0.03
H 1.287430 -0.598862 -4.224157 -0.03 0.01 -0.08
H 2.814978 1.252429 -3.637933 0.03 0.05 -0.06
H -0.119451 2.157313 5.931941 -0.03 -0.16 -0.08
H -2.737162 0.668399 0.595567 0.01 -0.14 0.24
H 1.491220 2.552826 -0.015580 0.00 0.05 0.02
H -3.175051 2.410293 -2.727323 -0.06 0.18 -0.09
H 0.505078 -0.835676 1.812196 -0.03 -0.01 0.08
H 0.689406 -2.272855 -2.509965 -0.04 -0.06 -0.01
H -0.896535 1.800805 -0.260285 0.07 -0.02 0.02
H -0.520704 2.236869 3.508150 -0.06 0.13 0.00
```
Forces are in eV/Å.

Quick look at the Mulliken charges, all values in e: atom 1 (S): -0.13, atom 2 (O): -0.53, atom 3 (N): -0.28, atom 4 (N): 0.11, atom 5 (N): 0.35, atom 6 (N): 0.33, atom 7 (C): -0.21, atom 8 (C): -0.56, atom 9 (C): -0.64, atom 10 (C): -1.36, atom 11 (C): 0.80, atom 12 (C): -1.78, atom 13 (C): 0.66, atom 14 (C): -0.79, atom 15 (C): -0.70, atom 16 (C): -1.00, atom 17 (C): -0.62, atom 18 (C): -0.10, atom 19 (C): 0.45, atom 20 (C): -0.42, atom 21 (C): -0.54, atom 22 (C): -1.66, atom 23 (C): 0.47, atom 24 (C): -0.85, atom 25 (C): -0.32, atom 26 (C): 0.16, atom 27 (C): -1.01, atom 28 (C): -1.26, atom 29 (H): 0.49, atom 30 (H): 0.53, atom 31 (H): 0.35, atom 32 (H): 0.32, atom 33 (H): 0.38, atom 34 (H): 0.72, atom 35 (H): 0.51, atom 36 (H): 0.54, atom 37 (H): -0.44, atom 38 (H): 0.47, atom 39 (H): 0.41, atom 40 (H): 0.43, atom 41 (H): 0.56, atom 42 (H): 0.52, atom 43 (H): 0.68, atom 44 (H): 0.24, atom 45 (H): 0.32, atom 46 (H): 0.34, atom 47 (H): 0.45, atom 48 (H): 0.42, atom 49 (H): 0.34, atom 50 (H): 0.58, atom 51 (H): 0.62, atom 52 (H): 0.46, atom 53 (H): -0.22, atom 54 (H): 0.58, atom 55 (H): 0.50, atom 56 (H): 0.36